Version w
C3H9N2S | ωB97M-V/def2-TZVPD

Geometry as ORCA input:
```
! wB97M-V def2-TZVPD RIJCOSX def2/J DEFGRID3
* xyz 1 1
S -0.2927 -2.6974 0.3018
C -0.2692 -1.0411 -0.3131
N -1.2786 -0.1159 -0.0281
C -0.8630 1.2163 -0.2770
C 0.4589 1.1688 0.4391
N 1.1456 -0.2018 0.2732
H 0.2185 -3.0423 -0.7600
H -0.0401 -1.0564 -1.4635
H -1.7854 -0.1103 0.8605
H -1.5935 1.8899 0.0515
H -0.6519 1.4893 -1.2712
H 1.1975 1.8479 0.0223
H 0.3700 1.1435 1.5374
H 1.7640 -0.1257 -0.5660
H 1.6199 -0.3648 1.1930
*
```

Calculated values
LUMO, eV: -3.4

Here are the Mulliken charges for atoms 1 to 2, given in e: -0.064, -0.155

---

Version x
C3H9N2S | ωB97M-V/def2-TZVPD

Geometry as ORCA input:
```
! wB97M-V def2-TZVPD RIJCOSX def2/J DEFGRID3
* xyz 1 1
C -1.2872 -2.0879 -1.6094
C -0.6562 -1.3466 -0.4714
C 1.2253 1.9369 0.5209
N 0.2956 -1.2442 0.3285
N -0.0196 1.1428 1.0681
S -1.9816 -0.3636 -1.0004
H -0.8177 -2.0438 -2.5640
H -1.8441 -3.0323 -1.3520
H 1.8450 2.2816 1.3271
H 1.7783 1.2067 0.0495
H 0.8948 2.7891 0.0220
H 0.2975 -0.0481 0.9413
H 1.0982 -1.8347 0.4297
H -0.6668 1.3406 0.3000
H -0.1614 1.3035 2.0100
*
```

Calculated values
LUMO, eV: -3.7

Here are the Mulliken charges for atoms 1 to 2, given in e: -0.456, 0.434

---

Verdict on stability: version w comes out on top.

---

Version w
C3H8N3 | ωB97M-V/def2-TZVPD

Geometry as ORCA input:
```
! wB97M-V def2-TZVPD RIJCOSX def2/J DEFGRID3
* xyz 1 1
C 0.6773 1.1862 -0.1307
C -0.6056 1.9145 -0.3860
C -0.8829 -0.6775 -0.7678
N -1.1578 -0.5837 0.5939
N 0.9174 -2.2661 1.7597
N -0.5749 0.5115 -0.0754
H 1.1946 0.9502 -0.9636
H 1.2588 1.4026 0.7410
H -0.9143 2.4345 0.4843
H -0.6973 2.2105 -1.4440
H -0.0568 -1.3098 -1.1066
H -1.6558 -0.6720 -1.5420
H 1.7291 -1.8513 1.2956
H 0.7681 -3.2495 1.5416
*
```

Calculated values
LUMO (alpha / beta), eV: -6.6 / -4.4

Here are the Mulliken charges for atoms 1 to 2, given in e: -0.493, -0.239

---

Version x
C3H8N3 | ωB97M-V/def2-TZVPD

Geometry as ORCA input:
```
! wB97M-V def2-TZVPD RIJCOSX def2/J DEFGRID3
* xyz 1 1
C -2.5673 0.4592 0.7471
C -2.0216 -0.3040 -0.1101
C 1.8763 0.0549 0.3679
N 0.8452 -0.7176 0.4189
N 2.1396 0.8515 -0.6150
N -1.4241 -1.0357 -0.8736
H -3.4059 0.1603 1.3877
H -2.0521 1.4141 0.8040
H 2.6239 0.1407 1.0841
H 0.8221 -1.5016 1.1051
H 0.0535 -0.8182 -0.3502
H 1.6954 1.1674 -1.4741
H 3.0696 1.2850 -0.6629
H -1.6546 -1.1561 -1.8288
*
```

Calculated values
LUMO, eV: -3.2

Here are the Mulliken charges for atoms 1 to 2, given in e: -0.775, 0.561

---

Verdict on stability: version x comes out on top.

---

Version w
C3H8N3 | ωB97M-V/def2-TZVPD

Geometry as ORCA input:
```
! wB97M-V def2-TZVPD RIJCOSX def2/J DEFGRID3
* xyz 1 1
H 3.8045 -0.5642 0.5403
N 3.1522 -0.1455 -0.0277
N 2.0092 -0.3279 0.3136
C 0.9644 0.1227 -0.5523
C 0.2050 1.2718 -0.0326
N -0.1708 0.0001 0.4498
C -1.4567 -0.7436 0.0991
H 1.0698 -0.1254 -1.5849
H 0.6492 1.8482 0.7759
H -0.3893 1.9123 -0.5986
H 0.3879 -0.2582 1.3526
H -1.3909 -0.9458 -0.9014
H -1.5108 -1.6769 0.7146
H -2.3636 -0.0303 0.3579
*
```

Calculated values
LUMO, eV: -4.1

Here are the Mulliken charges for atoms 1 to 2, given in e: 0.272, -0.718

---

Version x
C3H8N3 | ωB97M-V/def2-TZVPD

Geometry as ORCA input:
```
! wB97M-V def2-TZVPD RIJCOSX def2/J DEFGRID3
* xyz 1 1
C 1.2883 -0.1355 -0.4455
C 0.2019 -0.1194 0.5723
N -0.3714 1.2338 0.8999
C -0.8714 -1.2199 0.2132
N -0.5228 -1.8039 1.5240
N 0.3083 -0.9428 1.8509
H 2.2130 0.4821 -0.3305
H 0.7831 0.2047 -1.3509
H 1.5919 -1.2016 -0.6238
H -1.3417 1.1483 1.1800
H -0.6105 1.8353 0.0916
H 0.1166 1.6323 1.7655
H -1.9646 -1.0406 0.3488
H -0.8362 -1.7968 -0.7239
*
```

Calculated values
LUMO, eV: -4.3

Here are the Mulliken charges for atoms 1 to 2, given in e: -1.281, 0.879

---

Verdict on stability: version x comes out on top.